{
  "formula": "C3H9NOS2",
  "method": "wB97M-V/def2-TZVPD",
  "total_charge": -1,
  "gap_ha": [0.1375, 0.2402],
  "multiplicity": 2,
  "s_squared": 0.75,
  "e_above_lowest_kcal_mol": 0.8,
  "species": ["N", "C", "C", "O", "C", "S", "S", "H", "H", "H", "H", "H", "H", "H", "H", "H"],
  "positions_angstrom": [[0.9475, -0.7446, 0.3617], [-0.2648, -0.2397, -0.2758], [-1.5141, -0.6351, 0.4585], [-1.8614, -2.0313, 0.3685], [-0.2194, 1.2723, -0.3968], [1.0453, 1.7827, -1.6339], [2.8189, 2.3124, -0.2370], [1.5640, -1.2123, -0.2987], [0.7745, -1.4392, 1.0920], [-0.2912, -0.5974, -1.3073], [-1.4276, -0.3534, 1.5108], [-2.3817, -0.1253, 0.0421], [-1.0323, -2.5105, 0.5196], [-0.0232, 1.8332, 0.5207], [-1.1207, 1.6314, -0.8954], [2.9862, 1.0567, 0.1710]]
}

{
  "formula": "C11H18N9O3Ru",
  "method": "wB97M-V/def2-TZVPD",
  "total_charge": -1,
  "gap_ha": [0.2410, 0.2381],
  "species": ["Ru", "N", "C", "N", "N", "N", "N", "C", "N", "N", "N", "N", "H", "C", "C", "C", "O", "C", "O", "O", "H", "H", "H", "H", "H", "H", "H", "C", "C", "C", "C", "C", "H", "H", "H", "H", "H", "H", "H", "H", "H", "H"],
  "positions_angstrom": [[0.9601, 0.8391, -0.4163], [1.0372, 1.8991, -3.7713], [0.3972, 2.6621, -2.8421], [-0.1874, 3.8317, -3.0640], [-0.7084, 4.1823, -1.8941], [-0.4767, 3.2953, -1.0012], [0.2213, 2.2947, -1.5445], [1.5978, 0.6855, -3.4772], [2.0763, -0.1745, -4.3661], [2.5279, -1.1930, -3.6396], [2.3516, -0.9810, -2.3898], [1.7719, 0.2025, -2.2231], [1.0188, 2.1970, -4.7328], [0.8808, -1.1576, 3.5010], [1.4047, -1.6617, 2.1479], [1.9173, -3.0969, 2.2298], [0.4293, -1.6089, 1.1572], [2.6248, -0.7053, 1.7941], [3.6773, -0.8708, 2.3814], [2.3369, 0.1898, 0.9551], [-0.0547, -1.6582, 3.7447], [0.7051, -0.0820, 3.4575], [1.6214, -1.3544, 4.2724], [1.1875, -3.7296, 2.7296], [2.8543, -3.1147, 2.7767], [2.0753, -3.4663, 1.2206], [-0.0894, -0.6930, 1.1916], [-1.7573, -0.3043, -1.2335], [-2.0032, 0.2793, 0.1727], [-2.6548, -0.8146, 1.0473], [-2.9839, 1.4645, 0.0733], [-0.7125, 0.7125, 0.7988], [-2.6204, -0.8874, -1.5559], [-0.8754, -0.9668, -1.2327], [-1.6082, 0.5017, -1.9572], [-3.6424, -1.0631, 0.6623], [-2.7535, -0.4731, 2.0758], [-2.0425, -1.7124, 1.0454], [-3.8997, 1.1621, -0.4344], [-2.5251, 2.2892, -0.4662], [-3.2402, 1.8262, 1.0669], [-0.8393, 1.2552, 1.7397]]
}

{
  "formula": "C39H64Br2F8N4O13PSi",
  "method": "wB97M-V/def2-TZVPD",
  "total_charge": 1,
  "gap_ha": 0.2029,
  "species": ["C", "C", "C", "N", "N", "C", "N", "C", "C", "C", "Si", "C", "C", "C", "C", "C", "C", "C", "F", "Br", "C", "F", "F", "Br", "P", "C", "C", "N", "C", "C", "O", "C", "F", "F", "C", "C", "C", "C", "C", "C", "F", "F", "F", "C", "H", "H", "H", "H", "H", "H", "H", "H", "H", "H", "H", "H", "H", "H", "H", "H", "H", "H", "H", "H", "H", "H", "H", "H", "H", "H", "H", "H", "H", "H", "H", "H", "H", "H", "H", "H", "H", "H", "H", "H", "C", "O", "C", "O", "O", "C", "H", "H", "H", "H", "H", "H", "C", "O", "C", "O", "O", "C", "H", "H", "H", "H", "H", "H", "C", "O", "C", "O", "O", "C", "H", "H", "H", "H", "H", "H", "C", "O", "C", "O", "O", "C", "H", "H", "H", "H", "H", "H"],
  "positions_angstrom": [[1.9662, -3.5905, -3.4979], [0.6698, -2.6456, -3.7928], [0.1200, -2.6621, -5.3747], [-0.0508, -1.8763, -2.9362], [0.1372, -2.2130, -1.5881], [-0.7292, -3.1886, -1.1023], [-1.7606, -3.7763, -2.0229], [-3.0135, -2.9401, -2.1491], [-2.2064, -5.1603, -1.7016], [-2.0021, -5.6796, -0.1634], [-2.2740, -7.5554, -0.1504], [-3.6632, -7.9586, 1.1836], [-3.0428, -8.2390, -1.8267], [-0.8153, -8.7040, 0.2648], [-0.6708, -5.0602, 0.6063], [-0.7642, -5.5331, 2.1721], [0.4115, -4.8820, 3.1686], [1.4466, -6.0091, 3.7694], [1.9446, -6.9931, 2.7840], [0.3449, -7.0906, 5.1035], [2.6864, -5.3730, 4.6473], [3.3892, -4.2433, 3.9828], [2.0656, -4.8158, 5.9054], [3.9774, -6.8017, 5.3070], [0.9542, -5.7631, -0.0707], [2.5404, -4.9253, 0.4508], [0.9129, -6.4210, -1.8318], [-0.6890, -3.6009, 0.3295], [-1.2614, -2.6627, 1.3056], [-2.8064, -2.8509, 1.8007], [-3.2861, -1.4728, 2.1597], [1.1576, -1.4263, -0.8504], [2.3886, -1.0753, -1.6626], [1.6768, -1.8899, 0.4296], [0.4964, 0.0867, -0.5604], [-1.0115, 0.5450, -0.9991], [-1.5151, 2.1026, -0.6637], [-0.4654, 3.1592, 0.0688], [1.0745, 2.7378, 0.5296], [2.1281, 3.8181, 1.2413], [2.5987, 4.6971, 0.1059], [1.4754, 4.7277, 2.2106], [3.3396, 3.1296, 1.7449], [1.5211, 1.1619, 0.1946], [2.2770, -3.5444, -2.3719], [1.8209, -4.6666, -3.9327], [2.8782, -3.1164, -4.1052], [0.9875, -2.7646, -6.1536], [-0.6390, -1.7971, -5.5892], [-0.5086, -3.6741, -5.4508], [-3.7473, -3.3554, -2.9945], [-3.6616, -2.8593, -1.1785], [-2.6641, -1.8767, -2.5613], [-1.7391, -5.8842, -2.5276], [-3.3820, -5.2088, -1.9081], [-2.9343, -5.2285, 0.4337], [-3.2184, -8.0432, 2.2623], [-4.1534, -8.9713, 0.7944], [-4.4707, -7.1106, 1.0517], [-3.3633, -9.3621, -1.7494], [-3.8959, -7.5228, -2.2305], [-2.1527, -8.1278, -2.6140], [0.0167, -8.2841, 0.9688], [-0.3844, -9.1417, -0.7590], [-1.2624, -9.6591, 0.8251], [-1.8609, -5.3485, 2.6062], [-0.5863, -6.7033, 2.3374], [0.9207, -3.9312, 2.7180], [-0.2078, -4.4894, 4.1124], [2.6417, -4.5310, 1.5429], [2.8035, -4.0536, -0.3216], [3.4335, -5.7071, 0.3109], [0.4269, -5.7457, -2.6524], [2.0402, -6.5980, -2.1827], [0.3986, -7.4922, -1.9477], [-0.6273, -2.4656, 2.2991], [-1.2603, -1.5857, 0.7809], [-2.9255, -3.4640, 2.8183], [-3.5595, -3.2153, 0.9681], [-3.3691, -1.0201, 1.2598], [-1.7506, -0.1869, -1.5337], [-2.5920, 2.4760, -0.9707], [-0.7771, 4.2861, 0.2967], [2.6334, 0.8531, 0.4916], [5.5472, 2.1430, 3.8518], [6.0688, 1.1550, 2.9654], [7.2690, 0.6455, 3.3411], [7.9015, 0.9599, 4.3372], [7.6437, -0.2745, 2.4166], [8.8981, -0.8983, 2.6843], [4.5861, 2.4803, 3.4541], [5.3783, 1.7186, 4.8467], [6.2190, 3.0058, 3.9065], [8.8631, -1.4444, 3.6326], [9.7038, -0.1571, 2.6925], [9.0975, -1.6142, 1.8824], [0.1943, 7.8728, 1.5582], [-0.8004, 8.6432, 0.8865], [-2.0682, 8.1920, 1.0609], [-2.3989, 7.2195, 1.7211], [-2.9043, 9.0104, 0.3735], [-4.2822, 8.6540, 0.4667], [1.1686, 8.3232, 1.3497], [0.0311, 7.8911, 2.6407], [0.2035, 6.8439, 1.1842], [-4.6244, 8.7036, 1.5055], [-4.4520, 7.6563, 0.0491], [-4.8582, 9.3749, -0.1198], [4.6924, 5.8922, -0.3045], [5.3434, 7.1489, -0.4802], [6.1414, 7.2160, -1.5757], [6.3305, 6.3180, -2.3813], [6.6925, 8.4552, -1.6197], [7.5627, 8.6715, -2.7288], [4.0814, 5.9517, 0.6004], [4.0329, 5.6772, -1.1515], [5.4275, 5.0919, -0.1716], [7.0180, 8.5676, -3.6729], [8.4125, 7.9822, -2.6929], [7.9458, 9.6935, -2.6636], [-10.6903, 8.7753, -0.8430], [-10.2593, 9.4441, -2.0267], [-8.9149, 9.6029, -2.1202], [-8.0900, 9.2305, -1.3005], [-8.6473, 10.2477, -3.2837], [-7.2605, 10.4851, -3.5176], [-11.7810, 8.7034, -0.8735], [-10.2795, 7.7613, -0.8012], [-10.4076, 9.3459, 0.0475], [-6.7125, 9.5395, -3.5827], [-6.8406, 11.1240, -2.7340], [-7.1632, 11.0054, -4.4744]]
}

{
  "formula": "C48H40AsF5FeN5O3PTe",
  "method": "wB97M-V/def2-TZVPD",
  "gap_ha": [0.2951, 0.2910],
  "multiplicity": 5,
  "s_squared": 6.01,
  "e_above_lowest_kcal_mol": 112.3,
  "species": ["Fe", "C", "N", "C", "C", "N", "C", "C", "C", "C", "C", "C", "N", "C", "N", "C", "C", "C", "C", "C", "C", "N", "H", "H", "H", "H", "H", "H", "H", "H", "H", "H", "H", "H", "H", "H", "H", "O", "C", "O", "C", "P", "C", "C", "C", "C", "C", "C", "C", "C", "C", "C", "C", "C", "H", "H", "H", "H", "H", "H", "H", "H", "H", "H", "H", "H", "C", "C", "C", "C", "C", "C", "As", "C", "C", "C", "C", "C", "C", "C", "C", "C", "C", "C", "C", "H", "H", "H", "H", "H", "H", "H", "H", "H", "H", "H", "H", "H", "F", "Te", "F", "F", "F", "F", "O"],
  "positions_angstrom": [[-12.3326, -19.6931, 3.5125], [-13.5712, -22.4011, 4.7124], [-12.7673, -21.9813, 3.5770], [-13.4653, -22.2696, 2.3197], [-14.3521, -21.1327, 1.8168], [-14.1555, -19.9183, 2.2382], [-14.8109, -19.0834, 1.2866], [-14.9251, -17.7247, 1.2557], [-15.8319, -17.1659, 0.3423], [-16.5695, -17.9422, -0.5579], [-16.3650, -19.3193, -0.5318], [-15.5226, -19.8778, 0.4339], [-15.2225, -21.1966, 0.8126], [-13.7027, -21.2038, 5.6716], [-13.3653, -19.9880, 5.3556], [-13.8970, -19.1719, 6.3895], [-13.8516, -17.7832, 6.5048], [-14.4242, -17.2183, 7.6188], [-15.1433, -18.0483, 8.5234], [-15.2397, -19.4023, 8.4067], [-14.5671, -19.9374, 7.3256], [-14.3815, -21.2665, 6.8993], [-14.6215, -22.6251, 4.4596], [-13.1293, -23.2966, 5.1778], [-11.7529, -22.2951, 3.5842], [-12.7792, -22.5271, 1.4465], [-14.0092, -23.2750, 2.2580], [-14.4062, -17.0853, 1.9232], [-15.9239, -16.0891, 0.3042], [-17.2919, -17.4039, -1.1911], [-17.0087, -19.9639, -1.2157], [-15.2813, -21.9226, 0.1052], [-13.3564, -17.2223, 5.7057], [-14.3681, -16.1302, 7.7215], [-15.7180, -17.4876, 9.2958], [-15.9501, -19.9620, 8.9984], [-14.9261, -22.0464, 7.2034], [-8.0450, -16.6135, 4.9878], [-8.6500, -17.2410, 4.2165], [-9.6333, -16.8982, 3.3602], [-8.4521, -18.7320, 3.9712], [-9.7510, -19.7160, 4.8303], [-9.3276, -19.4330, 6.5890], [-10.2547, -18.8179, 7.4267], [-9.9309, -18.4948, 8.7182], [-8.7004, -18.8691, 9.2458], [-7.8263, -19.6147, 8.4886], [-8.1250, -19.8902, 7.1475], [-9.3720, -21.4728, 4.7173], [-8.6833, -22.1578, 3.6982], [-8.5894, -23.5131, 3.7271], [-9.2046, -24.2520, 4.7384], [-9.9950, -23.6425, 5.6819], [-10.0413, -22.2297, 5.6965], [-7.4803, -19.0129, 4.2768], [-8.5315, -19.0008, 2.9100], [-11.2825, -18.6083, 7.0023], [-10.6872, -17.9429, 9.3036], [-8.5705, -18.4361, 10.2415], [-6.9363, -20.0519, 8.8822], [-7.4314, -20.3891, 6.4855], [-8.2720, -21.6295, 2.8693], [-7.9335, -24.0729, 3.0765], [-9.0247, -25.3240, 4.7502], [-10.5821, -24.2641, 6.4470], [-10.5765, -21.7005, 6.4962], [-6.0214, -19.5775, 0.6061], [-7.1638, -18.8386, 0.5375], [-8.3609, -19.4884, 0.3642], [-8.3714, -20.8923, 0.0543], [-7.2066, -21.5976, 0.0192], [-6.0411, -20.9411, 0.3735], [-9.9486, -22.0115, -0.1739], [-11.0632, -20.8005, -1.2715], [-11.8108, -19.6984, -0.8593], [-12.8183, -19.1884, -1.6434], [-12.9850, -19.7645, -2.9145], [-12.1885, -20.7992, -3.3794], [-11.1780, -21.2964, -2.5759], [-10.3272, -22.4442, -2.9354], [-10.2499, -23.0244, -4.1764], [-9.4040, -24.1114, -4.3711], [-8.6138, -24.5945, -3.3168], [-8.7497, -23.9925, -2.0696], [-9.5863, -22.9277, -1.8428], [-4.9787, -19.1468, 0.7045], [-6.9948, -17.7603, 0.5700], [-9.3519, -19.0169, 0.4618], [-7.1019, -22.6506, -0.1643], [-5.1585, -21.5368, 0.2789], [-11.7805, -19.4821, 0.1975], [-13.5469, -18.4949, -1.2596], [-13.7842, -19.3224, -3.5527], [-12.3846, -21.1842, -4.3703], [-10.8943, -22.6884, -4.9575], [-9.5692, -24.5860, -5.3515], [-8.0503, -25.5261, -3.4016], [-8.1914, -24.3719, -1.2769], [-10.5153, -14.5411, 4.1134], [-11.2925, -16.1535, 4.0325], [-11.6425, -15.8024, 2.3103], [-11.2188, -19.7764, 2.0184], [-12.7288, -15.2636, 4.7288], [-10.7236, -16.3645, 5.7779], [-12.3751, -17.5868, 4.0558]]
}

{
  "formula": "C2H3NO2",
  "method": "wB97M-V/def2-TZVPD",
  "gap_ha": 0.3939,
  "e_above_lowest_kcal_mol": 41.0,
  "smiles": "N=C=O.C=O",
  "species": ["N", "C", "O", "H", "C", "O", "H", "H"],
  "positions_angstrom": [[-0.7605, 1.1889, 1.0318], [-0.7135, 1.1876, -0.1085], [-0.6278, 1.1715, -1.2421], [-1.2982, 1.4727, 1.8086], [0.8320, -1.2724, -0.3790], [0.2589, -1.0533, -1.4212], [0.8917, -2.1985, 0.2332], [1.4175, -0.4965, 0.0772]]
}

{
  "formula": "C22H24NO3",
  "method": "wB97M-V/def2-TZVPD",
  "total_charge": -1,
  "gap_ha": 0.1722,
  "e_above_lowest_kcal_mol": 8.7,
  "species": ["C", "C", "C", "C", "O", "C", "H", "H", "H", "H", "H", "H", "H", "H", "C", "C", "O", "C", "C", "N", "C", "C", "C", "C", "C", "C", "C", "C", "C", "C", "C", "C", "C", "O", "H", "H", "H", "H", "H", "H", "H", "H", "H", "H", "H", "H", "H", "H", "H", "H"],
  "positions_angstrom": [[1.9662, -1.9453, -3.3477], [2.3994, -0.7026, -4.1737], [2.2450, 0.5357, -3.2754], [1.5360, 0.0643, -2.0191], [1.0412, 0.8184, -1.1889], [1.4291, -1.4530, -1.9928], [1.1962, -2.5131, -3.8782], [2.8167, -2.6167, -3.1967], [3.4314, -0.8045, -4.5257], [1.7657, -0.6005, -5.0617], [3.2232, 0.9549, -2.9911], [1.6668, 1.3404, -3.7519], [0.3823, -1.7459, -1.8149], [2.0244, -1.8336, -1.1453], [2.7263, 4.6217, -0.9339], [2.9799, 3.3831, -0.1151], [1.6951, 3.0215, 0.4612], [1.6407, 1.8169, 1.0767], [0.2960, 1.2104, 0.8876], [-0.0283, 0.1963, 1.6096], [-1.1292, -0.5472, 1.6132], [-1.2105, -1.5981, 2.6264], [-2.1403, -2.6610, 2.5666], [-2.2323, -3.5708, 3.6200], [-1.3653, -3.4746, 4.7175], [-0.3718, -2.4826, 4.7313], [-0.2830, -1.5693, 3.6809], [-2.2521, -0.2584, 0.7037], [-3.5871, -0.3443, 1.1624], [-4.6431, 0.1228, 0.3757], [-4.3886, 0.6464, -0.8988], [-3.0847, 0.6455, -1.4026], [-2.0265, 0.2176, -0.6004], [2.5658, 1.2777, 1.6507], [3.6634, 4.9825, -1.3594], [2.0393, 4.4080, -1.7578], [2.2815, 5.4085, -0.3173], [3.3293, 2.5569, -0.7515], [3.7006, 3.5634, 0.6924], [-0.3817, 1.7862, 0.2600], [-2.7902, -2.7698, 1.6957], [-2.9831, -4.3607, 3.5862], [-1.4427, -4.1814, 5.5447], [0.3354, -2.4173, 5.5571], [0.4910, -0.8001, 3.6643], [-3.7815, -0.7341, 2.1631], [-5.6611, 0.0800, 0.7651], [-5.2021, 1.0471, -1.5083], [-2.8752, 0.9963, -2.4178], [-1.0077, 0.2825, -0.9863]]
}